Record 1
Density functional theory data (ωB97M-V with the def2-TZVPD basis set) for an isolated molecule of C6H11N3OS at a distorted geometry.

Values from the calculation:
Net charge: 0
Frontier orbital gap: 9.70 eV
Multiplicity: 1
HOMO level: -8.953 eV

XYZ file:
```
22
C6H11N3OS (ωB97M-V with the def2-TZVPD basis set)
C -0.00134 1.91768 -2.12045
C -0.31454 0.81713 -0.32079
C -1.68716 -1.90291 -0.37613
C 2.51002 0.01958 0.98708
C -0.34049 -1.68901 0.52178
C -0.21431 -0.36086 1.03474
N 0.49362 0.94512 -1.38783
N -1.31667 1.69654 -0.37482
N -1.12898 2.32370 -1.55467
O 1.24388 1.21200 2.84166
S 1.19257 -0.10037 2.26367
H 0.14824 2.09614 -3.14961
H -2.54611 -1.49847 0.25331
H -1.72230 -1.36483 -1.30772
H -1.93382 -3.01603 -0.51986
H 2.94362 0.90206 1.08039
H 2.34686 -0.03966 -0.04945
H 3.30260 -0.73947 1.01224
H -0.58355 -2.36143 1.41217
H 0.55208 -1.97824 -0.09036
H -1.13675 -0.04488 1.61817
H -1.80749 3.16620 -1.77351
```

---

Record 2
Density functional theory data (ωB97M-V with the def2-TZVPD basis set) for a structure of composition C12H30N2O8SSn at a distorted geometry.

Values from the calculation:
Net charge: 0
Frontier orbital gap: 5.84 eV
Multiplicity: 1
HOMO level: -7.406 eV

XYZ file:
```
54
C12H30N2O8SSn (ωB97M-V with the def2-TZVPD basis set)
Sn 0.19062 -0.00160 1.76865
S 0.40390 0.03742 4.95132
O 0.51228 1.00953 6.04083
O -0.72784 0.27272 3.98663
O 1.63878 0.11534 4.12159
O 0.26611 -1.31755 5.49373
C 3.85380 -1.21283 1.30530
O 2.81474 -0.59319 0.56757
C 3.33361 -0.12287 -0.68684
C 2.28541 0.43445 -1.58882
N 1.35004 -0.57308 -2.04868
C 0.61110 -0.22243 -3.23982
C 0.03891 -1.49915 -3.79214
O 1.11604 -2.48317 -3.95579
C 0.59064 -3.72181 -4.39853
H 3.76696 -1.49850 2.35179
H 4.69306 -0.50622 1.33303
H 4.23286 -2.07583 0.74835
H 3.84782 -0.98257 -1.12964
H 4.09319 0.63155 -0.46379
H 2.76218 1.02334 -2.38638
H 1.74434 1.24986 -1.08803
H 1.81080 -1.46293 -2.18557
H 1.33279 0.15030 -3.97535
H -0.30578 0.35444 -3.09094
H -0.26490 -1.30266 -4.82311
H -0.66909 -2.05085 -3.17110
H 1.35231 -4.43849 -4.70725
H -0.15108 -3.70265 -5.19900
H 0.19044 -4.19603 -3.49354
C -1.66569 -2.40964 -0.25116
O -1.40751 -1.02468 -0.54310
C -2.60204 -0.40051 -1.00101
C -2.48244 1.09467 -0.78373
N -2.32891 1.32170 0.64500
C -2.36678 2.75404 0.88465
C -2.19315 3.10854 2.39414
O -0.94714 2.59833 2.78508
C -0.47425 3.27176 3.97024
H -0.77351 -2.97447 -0.53783
H -2.41438 -2.79524 -0.94110
H -1.75568 -2.47923 0.83261
H -3.50345 -0.74565 -0.48520
H -2.77622 -0.55411 -2.07175
H -3.38505 1.59114 -1.15600
H -1.61017 1.49694 -1.30217
H -3.14901 0.95199 1.11889
H -3.21874 3.34720 0.53385
H -1.48923 3.29491 0.52114
H -2.97743 2.82074 3.10174
H -2.24465 4.20441 2.34881
H 0.38329 2.64770 4.21042
H -1.18365 3.28975 4.79519
H -0.14823 4.27523 3.68686
```

---

Record 3
Density functional theory data (ωB97M-V with the def2-TZVPD basis set) for a structure of composition C3H6N4O3 at a distorted geometry.

Values from the calculation:
Net charge: 0
Frontier orbital gap: 10.48 eV
Multiplicity: 1
HOMO level: -10.445 eV

XYZ file:
```
16
C3H6N4O3 (ωB97M-V with the def2-TZVPD basis set)
C 0.30348 -1.41321 -0.02483
N 1.30458 -1.71003 -1.04806
C 0.96145 -2.71456 -2.05418
O -0.08207 -3.37445 -1.98131
C 2.20160 -3.42934 -2.54721
N 3.37437 -3.43261 -1.99497
O 4.13756 -4.15697 -2.81562
N 3.39240 -4.55921 -3.88227
N 2.22903 -4.12464 -3.73317
H -0.56701 -0.95928 -0.51138
H 0.01020 -2.33335 0.49468
H 0.73285 -0.70254 0.68800
H 2.25044 -1.75142 -0.67788
H 1.11059 -0.63787 -2.18118
O 0.78666 -1.08305 -3.34230
H -0.16623 -1.15426 -3.46178
```

---

Record 4
Density functional theory data (ωB97M-V with the def2-TZVPD basis set) for the ion C5H9N6O2 with charge +1 at a distorted geometry.

Values from the calculation:
Net charge: +1
Frontier orbital gap: 8.59 eV
Multiplicity: 1
SMILES string: C[N+]1=N/C(=C(\N)O)N=N[C@H]1C(N)=O
HOMO level: -12.900 eV

XYZ file:
```
22
C5H9N6O2 (ωB97M-V with the def2-TZVPD basis set)
C -1.43991 -2.32559 0.29248
N -0.72130 -1.11391 0.08513
N 0.52069 -1.10084 -0.06269
C 1.24165 -0.02551 0.25820
C 2.59655 0.11943 -0.16104
N 3.09653 -0.56798 -1.16214
O 3.35541 1.01097 0.41080
N 0.81436 0.78140 1.26317
N -0.38016 0.84366 1.59781
C -1.37398 0.42430 0.72606
C -1.44927 1.27568 -0.55172
N -2.39674 2.21692 -0.50223
O -0.67121 1.10543 -1.46108
H -0.80467 -3.08952 0.74708
H -2.30775 -2.14012 0.92281
H -1.79124 -2.68820 -0.67727
H 2.53821 -1.24593 -1.65878
H 4.04683 -0.38741 -1.45479
H 2.89901 1.46731 1.14485
H -2.31827 0.21126 1.21460
H -2.98114 2.36682 0.30343
H -2.47360 2.86183 -1.27469
```

---

Record 5
Density functional theory data (ωB97M-V with the def2-TZVPD basis set) for a cluster of 2 separate species, C4H11NO2 in total at a distorted geometry.

Values from the calculation:
Net charge: +1
Frontier orbital gap (spin up / spin down): 10.11 / 5.30 eV
⟨S²⟩: 0.761
Multiplicity: 2
HOMO level (spin up / spin down): -14.486 / -14.485 eV

XYZ file:
```
18
C4H11NO2 (ωB97M-V with the def2-TZVPD basis set)
C -2.51063 -0.81707 -1.05331
N -1.20033 -1.24406 -0.61293
C -0.54123 0.90817 0.37052
C -0.31147 -0.60805 0.30003
C 1.14884 -0.96894 -0.19503
O -2.74842 0.24634 -1.50904
H -3.24944 -1.61844 -0.89529
H -1.14501 -2.26710 -0.57732
H -0.03904 1.39321 -0.44796
H -0.16243 1.26587 1.33160
H -1.60385 1.10927 0.50371
H -0.34613 -1.04369 1.30961
H 1.11413 -1.90281 -0.72188
H 1.40796 -0.22894 -0.95305
H 1.89118 -0.90062 0.59150
H 2.13294 2.17190 0.41561
H 3.16369 1.99809 1.47179
O 2.99924 2.50689 0.67145
```

---

Record 6
Density functional theory data (ωB97M-V with the def2-TZVPD basis set) for a cluster of 5 separate species, C22H57N3O10 in total at a distorted geometry.

Values from the calculation:
Net charge: 0
Frontier orbital gap: 9.40 eV
Multiplicity: 1
SMILES string: COCCNCCOC.COCCNCCOC.COCCNCCOC.OCCO.OCCO
HOMO level: -8.885 eV

XYZ file:
```
92
C22H57N3O10 (ωB97M-V with the def2-TZVPD basis set)
C 14.60853 -14.12862 11.95332
O 14.90757 -13.97072 10.55901
C 13.88719 -14.42003 9.68151
C 14.25413 -13.90137 8.28660
N 13.57523 -14.66752 7.27263
C 14.24106 -14.60027 5.97125
C 14.38650 -13.17854 5.46266
O 15.62091 -12.62939 5.90284
C 15.57602 -11.25297 6.25079
H 15.56299 -14.43603 12.38311
H 13.81231 -14.79457 12.28355
H 14.40423 -13.09881 12.25734
H 12.91576 -13.99033 9.96426
H 13.75906 -15.50647 9.75822
H 15.35186 -14.00222 8.27589
H 14.12549 -12.81507 8.31317
H 13.45401 -15.60254 7.63127
H 13.52967 -15.07707 5.28284
H 15.14546 -15.19326 5.79352
H 13.53772 -12.59416 5.83214
H 14.31447 -13.17272 4.37056
H 14.81433 -10.90582 6.95304
H 15.59542 -10.65889 5.33595
H 16.52142 -11.11842 6.77460
C 20.08432 -17.23206 12.30759
O 18.76474 -17.54780 12.76565
C 17.84192 -17.13769 11.76241
C 16.44258 -17.62470 12.11286
N 16.21748 -19.00014 11.73181
C 17.07104 -20.06769 12.31187
C 16.57309 -20.35918 13.70772
O 15.62278 -21.40963 13.71615
C 15.26271 -21.76442 15.02537
H 20.52610 -17.98618 11.65218
H 20.73312 -17.17164 13.17894
H 20.07124 -16.28398 11.76876
H 18.09259 -17.49857 10.75934
H 17.85182 -16.04120 11.74305
H 15.78994 -16.95307 11.54852
H 16.21052 -17.36871 13.15598
H 15.29177 -19.38440 11.88750
H 18.04014 -19.56518 12.30028
H 17.17713 -20.99743 11.75226
H 16.19507 -19.40634 14.11242
H 17.30909 -20.49938 14.51362
H 16.04774 -22.28984 15.59115
H 14.48338 -22.52418 15.08308
H 15.02844 -20.85247 15.57887
C 17.36059 -11.91532 9.25512
O 18.17912 -11.73852 10.38819
C 17.85037 -12.45743 11.54874
C 18.83490 -11.98216 12.60588
N 18.51371 -12.40129 13.98037
C 18.67517 -13.85088 14.17114
C 18.14401 -14.17902 15.55261
O 19.06700 -13.75725 16.54712
C 19.69419 -14.78418 17.26923
H 16.30160 -11.72330 9.43141
H 17.56797 -12.86010 8.74340
H 17.73003 -11.16394 8.55419
H 17.84878 -13.52316 11.26037
H 16.81252 -12.28266 11.87600
H 18.90905 -10.89907 12.52908
H 19.83383 -12.40490 12.41633
H 19.20483 -11.94865 14.56780
H 19.73235 -14.13958 14.10119
H 18.13321 -14.44494 13.43369
H 17.91914 -15.24135 15.69134
H 17.18542 -13.66292 15.64117
H 20.01143 -14.36323 18.22519
H 20.57141 -15.13236 16.71046
H 19.05750 -15.63903 17.52021
O 14.42403 -23.60487 9.03322
C 14.99395 -22.65518 9.96438
C 15.52391 -21.44634 9.23174
O 16.75622 -21.63608 8.54496
H 14.10160 -24.34314 9.55589
H 14.21146 -22.39330 10.68343
H 15.75191 -23.22424 10.51408
H 15.68756 -20.73059 10.03202
H 14.74896 -21.11192 8.53865
H 16.59984 -22.38704 7.95651
O 19.24451 -21.76090 10.14076
C 20.20528 -21.43714 9.12971
C 20.09182 -19.96842 8.70206
O 19.01880 -19.81902 7.75536
H 18.38165 -21.68550 9.69697
H 21.20128 -21.52174 9.57556
H 20.05040 -22.13646 8.30652
H 20.96009 -19.64831 8.12815
H 19.80472 -19.40953 9.59783
H 18.17041 -19.93165 8.19631
```

---

ΔE to the lowest compared entry with this formula, charge and spin list, top to bottom, in eV: 3.405; 0.000; 4.742; 0.000; 1.450; 1.230
E list, top to bottom, in hartree: -872.79954; -1798.96913; -562.50291; -674.64145; -363.87510; -1788.84406